{
  "formula": "C56H91BN13O8Pb",
  "method": "ωB97M-V/def2-TZVPD",
  "elements": ["H", "C", "H", "H", "C", "C", "O", "C", "H", "B", "C", "H", "N", "H", "O", "C", "H", "N", "C", "H", "H", "H", "H", "H", "H", "C", "H", "C", "H", "C", "C", "C", "H", "H", "N", "C", "H", "H", "C", "H", "H", "H", "H", "H", "C", "H", "H", "H", "C", "O", "Pb", "H", "H", "C", "C", "N", "H", "H", "H", "H", "H", "H", "H", "H", "H", "H", "C", "C", "H", "N", "H", "H", "H", "H", "H", "H", "H", "H", "H", "C", "C", "C", "H", "H", "H", "C", "O", "H", "H", "H", "H", "H", "N", "H", "C", "H", "H", "H", "H", "H", "C", "H", "H", "H", "N", "H", "C", "C", "O", "H", "N", "C", "C", "O", "H", "C", "C", "H", "C", "H", "C", "H", "C", "H", "N", "C", "H", "C", "H", "H", "H", "H", "H", "C", "C", "N", "C", "O", "O", "C", "H", "C", "H", "H", "C", "C", "H", "C", "C", "C", "N", "C", "H", "C", "H", "C", "H", "H", "H", "H", "C", "C", "C", "H", "N", "C", "C", "N", "C", "H"],
  "positions_angstrom": [[-6.642, 1.440, -3.594], [-2.469, 4.312, -5.611], [-3.755, -0.876, 1.460], [-1.616, -3.109, 0.581], [-2.777, -4.866, 0.036], [-1.447, -0.474, 5.468], [-1.005, 0.306, -1.691], [1.443, -7.311, 0.911], [1.029, 4.390, -6.217], [-0.285, 0.585, -0.423], [6.839, -1.792, 2.172], [5.018, -0.677, 0.291], [-1.346, -2.501, -8.113], [-2.643, -4.707, 5.852], [-0.081, -1.583, 2.242], [-1.842, -3.016, -1.541], [-1.087, -4.377, 2.411], [1.445, 1.346, 4.196], [5.640, -1.473, -0.119], [3.740, 0.145, 2.431], [4.399, 2.436, -2.541], [0.083, -6.146, 1.881], [2.954, -3.797, 1.372], [-4.996, 0.178, 1.825], [-4.158, -5.456, 5.391], [2.938, 6.100, -2.546], [-0.707, 0.710, -7.386], [0.065, -0.888, 1.274], [-6.938, 0.405, -4.971], [-3.127, 0.878, 2.613], [-5.494, -0.466, -1.226], [-0.043, -0.350, 8.354], [-3.773, -5.031, -0.375], [-3.589, -5.066, 2.999], [-4.125, 2.701, 4.242], [-1.535, -4.240, 3.395], [2.721, -1.899, 3.655], [4.438, -1.886, 3.474], [-4.454, -1.124, 3.544], [4.561, -1.130, 5.928], [0.290, 3.290, -5.091], [-1.806, -3.186, 3.327], [-1.252, 1.386, -5.843], [-4.511, 0.160, -4.438], [3.657, 0.063, 3.515], [-3.915, -3.730, 5.207], [-1.196, 5.380, -6.964], [-3.250, -2.714, 0.044], [2.686, 3.649, 1.690], [-2.108, 1.521, -3.240], [-2.454, 5.947, -0.638], [3.277, 5.211, -3.078], [-2.307, -1.003, -5.497], [4.572, 0.513, -3.239], [-3.687, 1.885, 3.561], [0.423, -4.405, 5.134], [-1.195, 3.735, -7.249], [7.842, -1.449, 1.921], [0.720, 1.098, -4.610], [3.635, -2.571, 5.942], [0.146, 4.982, -4.784], [-4.365, 1.055, -2.141], [2.208, 0.172, -4.778], [2.989, 2.376, -4.459], [-2.098, -2.313, 6.308], [2.237, 3.615, -0.480], [-1.277, -1.124, 8.035], [0.149, 4.248, -5.590], [-2.404, 0.018, 5.644], [-2.548, 6.016, -3.602], [-1.516, -1.976, -1.526], [-4.575, -0.463, 4.401], [3.816, 5.435, -0.632], [-3.230, 0.356, -7.992], [1.170, 3.884, 3.153], [-2.957, 1.370, 1.655], [4.530, 0.595, 3.893], [0.638, -4.153, 0.296], [-2.617, 3.379, -5.066], [-6.611, 0.403, -3.931], [1.616, 0.768, -4.083], [-2.380, -3.336, -0.163], [-0.656, 0.270, 5.565], [-2.196, 0.480, 3.017], [1.798, -4.520, 2.486], [-2.522, 5.276, -4.518], [-0.483, 2.033, -0.255], [5.125, -2.870, 1.443], [3.511, 1.270, -1.674], [-0.605, -0.958, -5.527], [-3.629, 0.828, -6.295], [-2.149, -0.495, 8.212], [0.921, 0.200, 8.681], [-2.896, -5.073, 1.100], [-5.221, -0.200, -3.694], [-5.409, -1.244, -3.945], [-2.517, -6.115, 3.880], [1.205, 0.189, -3.256], [-3.533, -1.641, 3.813], [-1.483, -0.831, 4.439], [-1.388, -1.749, -7.240], [-5.265, -1.842, 3.418], [-0.995, -3.623, -1.861], [-7.351, -0.106, -3.314], [2.220, -8.145, 0.977], [3.321, 8.467, -0.807], [-1.504, 0.690, -6.644], [2.449, 0.792, 3.919], [2.483, -1.167, 0.797], [3.057, -5.549, 1.701], [-6.175, -0.896, -0.424], [3.317, 7.474, -0.357], [-2.939, 0.956, -7.129], [1.124, 0.209, -0.489], [2.297, 7.266, -0.033], [6.034, -2.429, 1.034], [0.499, -6.211, 0.876], [-3.314, 4.523, -6.266], [-1.121, 2.589, -1.242], [-1.377, -1.923, 8.769], [6.692, -0.659, -0.694], [-0.473, -2.257, 6.382], [-0.425, -4.366, 4.349], [4.840, 6.561, -1.550], [5.198, -0.313, -3.693], [-4.601, 0.008, -2.326], [2.788, -1.179, 6.153], [0.382, 4.607, 1.468], [3.917, 3.249, -0.136], [-3.671, -0.554, -2.234], [2.676, 2.089, 0.237], [0.731, 2.619, 2.008], [1.858, -5.157, -0.413], [1.322, -4.972, 0.518], [-1.164, 4.438, -6.417], [-3.828, -3.158, -3.329], [-1.319, -1.598, 6.573], [-0.867, -0.176, 0.697], [-1.361, 3.803, -1.375], [1.391, -0.620, 0.517], [6.594, -3.301, 0.697], [-1.487, 1.432, -2.228], [1.842, 2.601, -3.112], [6.349, -0.904, 2.570], [2.537, 1.907, -3.586], [3.623, -1.399, 4.010], [-2.999, 1.940, -7.594], [1.509, 6.026, -2.301], [2.903, 3.156, 0.251], [-4.106, -0.254, 2.283], [7.554, -0.013, -1.093], [3.760, 1.566, -2.693], [6.998, -2.409, 3.057], [-1.474, -0.728, -6.144], [3.115, 4.613, 1.962], [3.624, -1.550, 5.561], [3.030, 6.978, -3.187], [3.859, 7.594, 0.581], [5.153, -2.001, -0.939], [-2.069, -5.576, -0.389], [-3.430, -4.700, 5.098], [1.210, 3.594, 2.104], [-2.801, -5.071, 3.752], [3.174, 2.946, 2.364], [0.362, 5.956, -2.106], [2.383, -4.701, 1.584], [-2.922, -3.106, -2.522], [-0.304, 5.431, 1.040], [3.814, 6.318, -1.272], [-0.240, -6.409, 0.100]],
  "atomic_forces_ev_per_a": [[-0.0170, 0.2898, -0.0562], [0.2097, 0.5424, 0.1505], [0.6009, -0.0570, 0.2080], [0.0621, 0.2198, -0.0174], [-0.4133, 1.4492, 0.0381], [0.0307, -0.2703, 1.5573], [-0.1430, 0.9773, -0.2590], [-0.4378, -0.3112, 0.0901], [-0.0944, 0.1734, -0.0189], [-0.5260, -1.1736, -0.2691], [0.0802, 0.7130, 0.3452], [-0.8156, -0.4092, 0.0540], [0.0594, 0.4042, 0.5204], [0.0204, -0.1182, 0.2000], [0.1803, 0.2115, -0.6736], [-0.2906, 0.4874, -0.1116], [-0.2961, -0.6310, -0.1610], [2.9012, -1.5378, -0.8966], [0.1228, 0.1131, 0.5345], [-0.1614, -0.3013, -0.1019], [-0.0237, 0.2033, -0.2895], [-0.3840, 0.1336, -0.1422], [-0.0188, -0.0425, -0.0625], [-0.2639, 0.1434, 0.3715], [0.0000, 0.0020, -0.0649], [0.7444, 0.5674, 0.5489], [-0.2888, 0.6433, -0.3596], [0.8103, -0.6932, 1.3642], [0.2101, -0.2908, 0.0390], [-0.5300, -0.0426, 0.0168], [1.3674, 0.6078, -1.7502], [0.2578, -0.0038, 0.3418], [0.1260, -0.1409, -0.3358], [0.3602, 0.3307, -0.3049], [0.0936, -0.1102, -0.1056], [-0.4584, 0.4139, -0.1126], [-0.1288, 0.2117, -0.3446], [0.2100, -0.2208, 0.6024], [1.2345, 0.8437, -0.7050], [-0.0982, 0.2950, 0.3146], [-0.4989, -0.2702, -0.2697], [0.0101, 0.2337, 0.3850], [0.0329, -0.0606, 0.1015], [0.0482, 0.1100, 0.0247], [-0.2186, 0.0090, 0.4463], [0.0031, 0.1217, -0.5518], [0.2787, 0.3383, 0.4457], [0.0010, 0.0168, 0.0481], [0.0740, -0.6902, -0.2213], [0.0414, 0.4323, -0.1552], [2.4518, -1.2154, -1.1045], [-0.1523, 0.0392, -0.1489], [-0.2993, 0.1342, -0.1289], [-0.7124, 0.9349, 0.2748], [0.2396, -0.4269, -0.5656], [-0.6697, -0.0808, -0.7886], [-0.1182, -0.4265, 0.2348], [-0.0303, -0.1099, -0.5495], [0.2254, 0.5295, -0.1940], [0.1993, -0.4117, -0.7536], [0.2380, 0.2143, -0.0179], [-0.1350, 0.0920, -0.0818], [-0.3039, -0.5001, 0.1657], [-0.3242, 0.2938, -0.1390], [-0.6794, 0.1461, 0.8867], [-0.1540, 0.2391, 0.0125], [-0.2288, 0.5592, -0.4805], [-0.7149, 0.5698, -0.2202], [-0.0618, 0.2684, 0.0119], [-0.0571, -2.1511, -1.6521], [0.1250, 0.0494, -0.2348], [-0.6928, -0.0040, -0.0024], [0.1104, -0.1624, -0.3819], [0.0552, -0.6690, 0.3638], [-0.1491, -0.3391, 0.2735], [0.4366, 0.3009, 0.1551], [0.0330, -0.0039, 0.3185], [0.0711, 0.3600, 0.4070], [0.1036, -0.4921, -0.4504], [0.1810, 0.8642, 0.8529], [0.8107, -0.1464, 0.2635], [-0.0024, -2.0897, 0.7910], [0.0340, 0.0004, -0.1083], [0.0463, 0.2170, -0.1000], [0.5216, -0.0352, 0.5199], [-0.0219, 2.3891, 2.7438], [-0.1832, 1.7907, 0.0999], [-0.2347, 0.2463, -0.0603], [-0.4219, -0.1768, -0.0334], [0.2808, 0.2754, 0.0951], [-0.1087, 0.1490, -0.2328], [0.0824, 0.3184, 0.1123], [-0.9652, -0.4879, -0.5178], [0.2510, -0.0015, -0.0964], [-0.8732, -0.3168, -1.2443], [0.7677, -0.2715, 0.4576], [0.1604, -0.1079, -0.2855], [0.4267, -0.3411, 0.0489], [-0.0310, -0.4717, -0.1013], [0.3479, -0.4466, 0.2297], [-0.4565, 0.4715, 0.0021], [0.0173, 0.2856, -0.0394], [-0.0576, -0.1797, 0.0960], [-0.0515, -0.1668, -0.1469], [0.5314, -0.5675, -0.0409], [0.0209, -0.1165, -0.3518], [-0.6363, -0.4979, -0.2236], [-2.7850, 1.5119, 0.6371], [-3.7462, 2.3341, -1.2444], [-0.1225, 0.0634, 0.0675], [-0.8915, -0.4569, 1.1873], [-0.4568, -0.1817, -0.0960], [0.8537, 0.7348, -0.9814], [0.1430, 0.1363, 0.2892], [-0.2403, 0.0405, -0.1013], [0.6287, -0.2200, 0.3532], [0.6715, 0.0094, -0.3884], [-0.1588, -0.2418, 0.0777], [0.2345, 0.4072, 0.2505], [0.2533, -0.2210, -0.2226], [1.1907, -0.3413, -0.0411], [0.5493, 0.4475, -0.0096], [0.2236, 0.1680, 0.8335], [-0.0692, -0.3550, -0.3358], [1.0739, -1.5907, -0.8304], [-0.7126, -0.4460, 0.8542], [-0.1601, 0.8186, -0.6485], [-0.5026, 0.2899, -0.3451], [0.0904, 0.1642, 0.3238], [0.0095, -0.0179, -0.0901], [-0.0619, -0.0546, -0.0598], [0.1195, 0.0459, -0.0727], [-0.2175, -0.1653, -0.2831], [0.6248, -0.0688, -0.5116], [0.7096, -0.7564, 0.0144], [5.0740, 0.3029, 4.5408], [0.5210, -0.3374, -1.7313], [-0.5636, 1.0377, -1.0803], [-0.6256, -1.3164, 0.4192], [3.3033, -2.5403, 1.0925], [0.0748, 0.1330, -0.4793], [0.2572, -0.7946, 0.2669], [0.4998, 0.5370, 0.3811], [-0.2482, 0.2070, -0.0961], [-0.4265, -0.1204, -0.3318], [-0.9610, -0.1974, 0.5108], [-0.2311, 0.4499, 0.5140], [-2.2457, -0.5847, 0.7185], [-0.0411, -0.1877, 0.2222], [-1.1784, -0.6190, 0.7519], [-0.1335, 0.1712, -0.0251], [-0.8693, 0.2634, 0.6512], [-0.2918, -0.5077, -0.2406], [0.7284, -2.0035, 0.3709], [-0.0972, 0.1827, -0.4341], [1.0835, -0.2748, -0.1320], [0.3287, -0.0508, -0.2571], [0.4264, -0.3637, -0.1866], [-0.2948, 0.0738, 0.1801], [-0.0398, 0.2267, -0.0885], [0.4325, 0.0141, 0.4884], [0.1995, 0.8467, 0.4079], [0.1879, -0.2487, 0.5355], [0.0935, -0.0249, 0.0062], [1.5560, 0.4536, 0.0169], [-0.9543, 0.6602, 0.0493], [-4.8719, -0.3993, -4.8416], [-0.5471, -0.1805, -0.4335], [-0.5252, 1.0242, 0.9141], [-0.1777, -0.0732, 0.3455]],
  "mulliken_charge": [0.3659, 0.7273, -0.4696, -1.1325, -1.3941, -0.1774, 0.0886, -0.0369, 0.4371, 0.6981, -1.3486, -0.5469, -0.4779, 0.3641, -0.4222, 1.4025, -1.4478, -0.6121, 0.8900, -0.7058, 0.5095, -0.0052, -0.4378, 0.5790, 0.4647, -0.3446, 0.4422, 0.5188, 0.4155, 1.8190, 0.0503, 0.2380, 0.4612, 0.4124, -0.5832, 3.7361, -0.3932, 0.0460, -0.8237, 0.3817, -0.0222, -1.3287, -0.6607, -0.5021, 0.8801, 0.1929, 0.5139, 0.2406, -0.8316, -0.6149, 1.5044, 0.1700, -0.0852, -0.1564, -0.0861, -0.7138, 0.3151, 0.4168, -0.5635, 0.4393, 0.0518, 0.0801, 0.6589, 0.5651, -0.0455, -0.1362, -0.6396, -0.5173, 0.4052, -0.5545, -1.1396, 0.3573, -0.3244, 0.4547, 0.7464, -0.3217, 0.8034, -0.5930, -0.3822, -1.5251, -0.0527, 1.2555, 0.3886, -0.5855, -0.0317, -0.1687, -0.7164, -0.2747, -1.0254, 0.1013, -0.0292, 0.3266, -0.4745, 0.2318, 0.1188, 0.2793, 0.3626, -0.0880, -0.2118, -0.6130, -0.0965, 0.4800, 0.7463, 0.3935, -0.4802, 0.3587, 0.7621, -0.1952, -0.4578, 0.6456, -0.5780, -1.3696, -1.0080, -0.4913, 0.2743, -0.0051, 0.2743, 0.5414, 0.2819, 0.3527, -0.1114, 0.2476, -0.1432, 0.4206, -0.4611, 1.8375, 0.3040, -0.2991, 0.8202, -0.9071, -0.4908, -0.7437, 0.6151, 0.1662, -0.8761, -0.6364, -0.0939, -0.4675, -0.0315, 0.1450, 0.4913, 0.4046, -0.1376, 0.2364, -0.2871, 0.6207, 0.2904, 0.0220, -0.0961, 0.0138, -0.5493, 1.1261, 0.4155, 0.3135, 0.5322, -1.5230, 0.5249, 0.3990, 0.5427, 0.1716, -1.3377, 1.0171, -0.5454, 0.0308, -0.3278, -0.3205, -0.2036, -0.5164, 0.2210, 0.2142],
  "e_tot_ha": -3719.695014,
  "de_lowest_kcal_mol": 116.07,
  "molar_mass_da": 1292.44,
  "homo_energy_ev": -12.69,
  "charge": 1
}